Record 1
{"formula": "C4H8N3S", "method": "ωB97M-V/def2-TZVPD", "symbols": ["C", "C", "C", "C", "N", "N", "N", "S", "H", "H", "H", "H", "H", "H", "H", "H"], "xyz": [[1.474, 0.707, 0.801], [2.904, 0.475, 0.392], [-4.093, -1.266, -0.062], [1.234, -1.149, -0.591], [-3.036, -0.612, -0.085], [-1.967, -0.145, -0.243], [0.624, -0.227, 0.064], [2.920, -1.299, -0.280], [1.279, 0.510, 1.910], [1.328, 1.742, 0.613], [3.374, 0.861, -0.534], [3.719, 0.390, 1.194], [-3.931, -2.250, -0.521], [-5.070, -0.805, -0.009], [0.761, -1.968, -1.139], [-0.348, 0.054, 0.138]], "homo_energy_ev": -12.6, "relative_energy_kj_mol": 353.2, "orbital_gap_ha": 0.310, "total_charge": 1}


Record 2
{"formula": "C4H8N4", "method": "ωB97M-V/def2-TZVPD", "symbols": ["C", "C", "C", "C", "H", "H", "H", "H", "H", "H", "H", "H", "N", "N", "N", "N"], "xyz": [[0.984, -1.768, -0.465], [-0.704, 0.915, 1.308], [0.038, 1.957, 0.419], [-0.499, -0.063, -1.348], [2.119, -1.686, 0.019], [0.292, -2.557, -0.068], [0.996, -1.843, -1.589], [-0.688, -1.204, 0.954], [-0.383, 1.066, 2.447], [-1.742, 0.706, 1.105], [0.733, 2.673, 1.024], [-0.882, -0.688, -2.022], [0.558, -0.374, -0.388], [-0.116, -0.418, 1.048], [0.068, 2.038, -0.924], [-0.774, 1.244, -1.519]], "smiles": "CN1C=NN=CCN1", "homo_energy_ev": -9.0, "relative_energy_kj_mol": 564.4, "orbital_gap_ha": 0.352}


Record 3
{"formula": "C4H8N4", "method": "ωB97M-V/def2-TZVPD", "symbols": ["C", "C", "C", "C", "H", "H", "H", "H", "H", "H", "H", "H", "N", "N", "N", "N"], "xyz": [[-0.381, 1.151, 0.187], [1.130, 0.913, -0.136], [1.590, -0.522, 0.035], [-0.531, -1.336, -0.111], [-2.962, -1.161, -0.800], [-2.518, -0.650, 0.989], [-0.908, 1.826, -0.397], [-0.763, 1.644, 1.164], [1.228, 1.334, -1.274], [1.865, 1.577, 0.422], [3.265, 0.295, -0.056], [-1.281, -2.148, 0.216], [-2.433, -0.382, -0.109], [-0.994, -0.164, -0.205], [2.975, -0.754, -0.088], [0.719, -1.622, 0.163]], "smiles": "[H]/N=C1\\CCN(N)C=N1", "homo_energy_ev": -8.5, "relative_energy_kj_mol": 505.9, "orbital_gap_ha": 0.328}


Record 4
{"formula": "C4H8N4", "method": "ωB97M-V/def2-TZVPD", "symbols": ["C", "C", "C", "C", "H", "H", "H", "H", "H", "H", "H", "H", "N", "N", "N", "N"], "xyz": [[-2.421, -0.166, -0.142], [-0.085, -0.813, -0.093], [1.121, -1.584, 0.143], [2.237, -0.789, -0.044], [-2.910, -0.068, 1.155], [-3.381, -0.538, -1.055], [-2.129, 1.118, -0.512], [1.090, -2.629, 0.631], [3.384, -0.989, 0.432], [2.409, 0.789, -1.055], [-0.530, 2.333, -0.253], [-0.190, 1.804, 1.238], [-1.347, -1.277, -0.099], [1.979, 0.462, -0.275], [0.584, 0.547, -0.366], [0.189, 1.799, 0.297]], "homo_energy_ev": -8.1, "relative_energy_kj_mol": 709.5, "orbital_gap_ha": 0.320}


Record 5
{"formula": "C4H8N4", "method": "ωB97M-V/def2-TZVPD", "symbols": ["C", "C", "C", "C", "H", "H", "H", "H", "H", "H", "H", "H", "N", "N", "N", "N"], "xyz": [[-0.361, -0.611, -0.066], [-1.059, 1.429, -0.181], [0.016, 2.104, 0.683], [0.424, 1.452, -0.607], [1.981, -1.426, 0.167], [1.183, -2.663, -0.841], [-0.848, -2.113, 1.175], [-1.775, 1.983, -0.859], [0.099, 3.185, 0.730], [0.178, 1.616, 1.729], [0.827, 2.076, -1.438], [1.556, -0.382, -1.006], [1.160, -2.259, 0.164], [-0.243, -1.937, 0.338], [-1.426, 0.066, 0.068], [0.892, 0.055, -0.373]], "smiles": "NNC1=N[C@H]2C[C@H]2N1", "homo_energy_ev": -8.5, "relative_energy_kj_mol": 382.7, "orbital_gap_ha": 0.341}


Record 6
{"formula": "C4H8N4O", "method": "ωB97M-V/def2-TZVPD", "symbols": ["C", "C", "C", "C", "N", "N", "N", "N", "O", "H", "H", "H", "H", "H", "H", "H", "H"], "xyz": [[-0.524, 1.641, 0.043], [0.610, 0.926, -0.056], [-1.696, 0.737, -0.018], [2.046, 1.142, -0.258], [0.155, -0.584, -0.294], [-1.240, -0.535, -0.087], [0.828, -1.639, 0.329], [-1.922, -1.708, -0.188], [-2.860, 1.076, 0.073], [-0.706, 2.641, 0.155], [2.739, 0.261, -0.337], [2.393, 1.857, 0.521], [2.204, 1.730, -1.320], [0.573, -1.685, 1.376], [1.837, -1.612, 0.307], [-1.859, -2.284, 0.659], [-2.579, -1.964, -0.903]], "smiles": "Cc1cc(=O)n(N)n1N", "homo_energy_ev": -8.0, "relative_energy_kj_mol": 460.2, "orbital_gap_ha": 0.313}


Record 7
{"formula": "C4H8N4OS", "method": "ωB97M-V/def2-TZVPD", "symbols": ["C", "C", "C", "C", "N", "N", "N", "N", "O", "S", "H", "H", "H", "H", "H", "H", "H", "H"], "xyz": [[-2.434, 1.148, 0.464], [-1.428, 0.183, 0.495], [-0.397, 0.737, -0.247], [-1.368, -1.014, 1.313], [-2.131, 2.173, -0.346], [2.999, 0.743, -0.532], [-0.854, 1.864, -0.774], [2.245, -1.736, -0.169], [1.881, -0.673, -2.384], [2.016, -0.278, -0.982], [-3.300, 1.328, 0.944], [-1.491, -1.935, 0.630], [-0.450, -1.208, 1.857], [-2.078, -0.914, 2.072], [3.025, 1.665, -1.052], [-0.391, 2.327, -1.527], [1.688, -2.580, -0.568], [2.468, -1.832, 0.810]], "homo_energy_ev": [-8.7, -8.8], "relative_energy_kj_mol": 352.7, "orbital_gap_ha": [0.272, 0.272]}


Record 8
{"formula": "C4H8NO", "method": "ωB97M-V/def2-TZVPD", "symbols": ["C", "C", "C", "C", "N", "O", "H", "H", "H", "H", "H", "H", "H", "H"], "xyz": [[0.120, -1.968, -0.089], [-0.035, -0.660, 0.202], [-1.451, -0.154, 0.106], [0.858, 1.665, -0.092], [1.030, 0.183, 0.162], [2.248, -0.343, -0.103], [1.074, -2.422, 0.166], [-0.859, -2.606, -0.231], [-1.778, 0.163, 1.008], [-2.174, -0.924, -0.166], [-1.684, 0.597, -0.571], [1.664, 2.086, -0.656], [-0.025, 2.039, -0.657], [1.012, 2.342, 0.921]], "spin_multiplicity": 3, "homo_energy_ev": [1.2, -5.7], "relative_energy_kj_mol": 55.0, "orbital_gap_ha": [0.107, 0.314], "s_squared": 2.025, "total_charge": -1}